ORCA calculation (ωB97M-V/def2-TZVPD) on a structure of composition C11H8N3O2PbS2.

Summary:
Total charge: +1
Strongest force on any atom (eV/Å): 3.744
Frontier orbital gap (alpha / beta) (eV): 4.22 / 4.20
LUMO level (alpha / beta) (eV): -8.125 / -8.137

Positions of all 27 atoms, in Å:
Pb: -14.8362 -7.8388 1.1045
N: -15.7140 -8.9157 -1.0568
C: -15.6899 -10.3964 -0.9842
C: -16.4514 -10.8301 0.2685
C: -15.4378 -10.9340 1.4376
O: -14.6343 -9.9126 1.6044
O: -15.3295 -12.0241 1.9934
H: -16.6825 -8.7394 -1.3498
H: -15.1313 -8.6218 -1.8339
H: -14.6807 -10.8441 -0.9143
H: -16.1366 -10.9279 -1.8081
H: -16.9908 -11.7542 0.2192
H: -17.1549 -10.0273 0.5750
S: -12.7154 -6.9600 3.1583
C: -11.6341 -6.3066 1.9612
C: -10.6096 -5.4310 2.4627
C: -9.8836 -4.6514 1.5668
C: -9.0011 -3.6780 2.0821
N: -8.2990 -2.8258 2.4828
C: -9.9272 -4.9240 0.1255
C: -10.7014 -5.9749 -0.3267
C: -11.6198 -6.6638 0.5417
S: -12.5709 -7.8831 -0.3134
C: -9.1074 -4.2426 -0.7713
N: -8.4139 -3.8699 -1.6321
H: -10.6003 -5.1739 3.5295
H: -10.6729 -6.3254 -1.3535

Forces on atoms 1 to 2 (eV/Å):
Pb -0.603 -0.501 0.110
N -0.253 -0.677 -0.646

ORCA calculation (ωB97M-V/def2-TZVPD) on a structure of composition C19H27CrN4O4S.

Summary:
Total charge: +1
2S+1: 5
Strongest force on any atom (eV/Å): 0.731
Relative energy (zero: lowest compared OMol25 entry of this formula, charge and spin) (kJ/mol): 4.6
⟨S²⟩: 6.03
Frontier orbital gap (alpha / beta) (eV): 8.26 / 8.64
LUMO level (alpha / beta) (eV): -3.039 / -3.338

Positions of all 56 atoms, in Å:
Cr: -0.4472 0.1601 0.1298
C: -2.9095 2.8664 1.6958
C: -1.7553 2.0520 2.2082
C: -1.7880 0.6496 2.1446
C: -0.7426 -0.1299 2.6630
C: -0.9383 -1.5857 2.9966
C: 0.4068 0.5334 3.1150
C: 0.4580 1.9200 3.1919
C: 1.6635 2.6188 3.7581
C: -0.6416 2.6600 2.7612
H: -3.4290 3.3558 2.5209
H: -3.6327 2.2494 1.1645
H: -2.5631 3.6504 1.0210
H: -2.7139 0.1636 1.8479
H: -1.1270 -1.6499 4.0702
H: -0.0545 -2.1833 2.7766
H: -1.7801 -2.0200 2.4665
H: 1.2293 -0.0556 3.5079
H: 1.9660 3.4597 3.1315
H: 2.5094 1.9402 3.8656
H: 1.4420 3.0240 4.7468
H: -0.6113 3.7422 2.8295
O: -0.2407 0.2368 -1.8845
N: -1.5629 0.2766 -1.7035
C: -2.1778 1.3474 -2.1133
C: -3.5823 1.4491 -1.8179
N: -4.6936 1.5197 -1.5388
C: -1.5131 2.4132 -2.8173
N: -0.9901 3.2622 -3.3861
O: -1.1937 -3.9484 -0.1155
C: -0.8247 -2.8363 -0.4940
O: -0.9130 -1.7659 0.1752
C: -0.2567 -2.7489 -1.9222
N: -0.4571 -4.1298 -2.5168
C: 0.8851 -4.6923 -2.8926
C: 1.7521 -3.4591 -3.0784
C: 1.2558 -2.5052 -1.9915
H: -0.8151 -2.0182 -2.5025
H: -1.0983 -4.1155 -3.3048
H: -0.9064 -4.6275 -1.6964
H: 0.7800 -5.3151 -3.7769
H: 1.2153 -5.3106 -2.0597
H: 1.5853 -3.0295 -4.0679
H: 2.8096 -3.6980 -2.9885
H: 1.4600 -1.4635 -2.2228
H: 1.7189 -2.7451 -1.0312
C: 2.0378 2.6766 -1.8758
S: 1.7737 2.6588 -0.1174
C: 2.9997 1.4472 0.3291
O: 0.4402 1.9806 0.1447
H: 3.0863 2.9286 -2.0348
H: 1.3962 3.4400 -2.3057
H: 1.7813 1.6994 -2.2818
H: 3.9891 1.8794 0.1880
H: 2.8721 0.5596 -0.2926
H: 2.8465 1.2124 1.3812

Forces on atoms 1 to 2 (eV/Å):
Cr 0.477 -0.259 0.324
C 0.008 -0.008 0.008

ORCA calculation (ωB97M-V/def2-TZVPD) on a structure of composition C32H26ClN3PS2V.

Summary:
Total charge: +2
2S+1: 3
Strongest force on any atom (eV/Å): 1.988
⟨S²⟩: 2.05
Frontier orbital gap (alpha / beta) (eV): 7.13 / 7.34
LUMO level (alpha / beta) (eV): -6.333 / -6.112

Positions of all 66 atoms, in Å:
V: -0.7265 -0.1545 0.2988
Cl: -2.4560 1.5771 0.4435
C: -3.7568 0.8990 -0.5105
C: -4.5992 1.7235 -1.2235
C: -5.6052 1.1368 -1.9814
C: -5.7462 -0.2415 -2.0211
C: -4.8839 -1.0564 -1.3002
C: -3.8786 -0.4867 -0.5313
P: -2.6904 -1.3951 0.5016
C: -3.4732 -1.3668 2.1368
C: -4.7353 -1.9398 2.2963
C: -5.3620 -1.8888 3.5302
C: -4.7361 -1.2643 4.6013
C: -3.4810 -0.6944 4.4444
C: -2.8452 -0.7440 3.2141
C: -2.6671 -3.0877 -0.1204
C: -2.2996 -3.2292 -1.4637
C: -2.1495 -4.4901 -2.0116
C: -2.3527 -5.6148 -1.2203
C: -2.7148 -5.4749 0.1109
C: -2.8680 -4.2142 0.6710
H: -4.4730 2.7977 -1.2007
H: -6.2795 1.7689 -2.5427
H: -6.5299 -0.6875 -2.6183
H: -4.9834 -2.1337 -1.3405
H: -5.2219 -2.4190 1.4548
H: -6.3406 -2.3332 3.6538
H: -5.2330 -1.2225 5.5612
H: -3.0035 -0.2161 5.2896
H: -1.8590 -0.3064 3.0942
H: -2.1477 -2.3416 -2.0684
H: -1.8765 -4.5970 -3.0534
H: -2.2369 -6.6031 -1.6448
H: -2.8853 -6.3550 0.7169
H: -3.1542 -4.1124 1.7109
C: 0.1636 -2.5568 2.2746
C: 0.8308 -2.5757 0.9314
C: 1.8325 -3.5292 0.6923
C: 2.4313 -3.6172 -0.5325
C: 2.0107 -2.7648 -1.5707
C: 2.5056 -2.8588 -2.8898
C: 2.0049 -2.0523 -3.8734
C: 1.0161 -1.0999 -3.5754
C: 0.5491 -0.9606 -2.2911
S: -0.6659 0.2227 -1.8467
C: 1.0218 -1.8038 -1.2627
N: 0.4655 -1.6970 -0.0115
H: -0.9147 -2.4383 2.1792
H: 0.3512 -3.4939 2.7937
H: 0.5506 -1.7537 2.9025
H: 2.1268 -4.1926 1.4935
H: 3.2031 -4.3528 -0.7228
H: 3.2734 -3.5890 -3.1110
H: 2.3663 -2.1470 -4.8881
H: 0.6150 -0.4723 -4.3607
S: 0.8477 0.7022 1.8445
C: 0.6885 2.3949 1.9232
N: 1.1349 3.0315 3.0433
C: 1.0845 4.3729 3.1763
C: 0.6080 5.1262 2.1457
C: 0.2117 4.4332 0.9936
N: 0.2518 3.1161 0.8908
H: 1.5127 2.4522 3.7831
H: 1.4338 4.7914 4.1099
H: 0.5577 6.2016 2.2140
H: -0.1432 4.9709 0.1214

Forces on atoms 1 to 2 (eV/Å):
V 0.480 1.404 0.298
Cl -0.078 0.925 0.219

ORCA calculation (ωB97M-V/def2-TZVPD) on a structure of composition C16H34AsMnN3O3SSeSi.

Summary:
Total charge: +1
2S+1: 5
Strongest force on any atom (eV/Å): 0.171
Relative energy (zero: lowest compared OMol25 entry of this formula, charge and spin) (kJ/mol): 0.0
⟨S²⟩: 6.20
Frontier orbital gap (alpha / beta) (eV): 6.80 / 8.43
LUMO level (alpha / beta) (eV): -3.709 / -2.255

Positions of all 61 atoms, in Å:
Mn: 0.5220 -0.0139 -1.0652
O: 2.3904 0.6071 -1.2319
N: 2.6430 1.9175 -1.2241
C: 3.9294 2.2972 -1.0697
C: 4.2676 3.6217 -1.0795
C: 3.2590 4.5717 -1.2557
C: 1.9580 4.1593 -1.4107
C: 1.6356 2.7974 -1.3905
S: 0.0329 2.1866 -1.6028
H: 4.6206 1.4783 -0.9450
H: 5.3011 3.9058 -0.9527
H: 3.4987 5.6260 -1.2692
H: 1.1525 4.8662 -1.5489
C: -4.7752 -0.3236 -0.4942
Si: -3.2527 0.7465 -0.6431
C: -3.6207 2.2544 -1.6753
C: -2.6200 1.2158 1.0527
Se: -1.7393 -0.6286 -1.7060
H: -5.5866 0.2430 -0.0301
H: -4.5820 -1.2060 0.1181
H: -5.1196 -0.6592 -1.4738
H: -4.4262 2.8262 -1.2060
H: -3.9505 1.9643 -2.6741
H: -2.7554 2.9096 -1.7792
H: -3.3647 1.8378 1.5569
H: -1.6869 1.7774 0.9920
H: -2.4538 0.3244 1.6608
C: 1.1537 0.5594 4.4474
N: 0.7329 0.8692 3.0869
C: 1.2384 2.1102 2.5162
C: 0.2979 -0.0728 2.2176
O: 0.4889 0.0889 0.9956
N: -0.3440 -1.1692 2.6944
C: -1.2388 -1.0996 3.8449
C: -0.6099 -2.2600 1.7676
H: 2.1663 0.9355 4.5980
H: 1.1690 -0.5155 4.6026
H: 0.5008 1.0184 5.1913
H: 1.3185 2.8457 3.3138
H: 0.5523 2.4845 1.7588
H: 2.2216 1.9704 2.0579
H: -1.3144 -0.0793 4.2098
H: -0.9067 -1.7485 4.6566
H: -2.2367 -1.4189 3.5372
H: 0.2048 -2.3475 1.0532
H: -1.5374 -2.0956 1.2108
H: -0.6928 -3.1842 2.3389
C: -0.5191 -4.2257 -1.7666
As: 0.8728 -3.0605 -2.3663
C: 2.4893 -4.0669 -2.5244
C: 0.4318 -2.3365 -4.0809
O: 1.1549 -1.8522 -1.2357
H: -0.6656 -5.0276 -2.4888
H: -1.4289 -3.6393 -1.6536
H: -0.2251 -4.6426 -0.8049
H: 2.3544 -4.8877 -3.2269
H: 2.7510 -4.4565 -1.5429
H: 3.2778 -3.4029 -2.8724
H: 0.3498 -3.1445 -4.8068
H: 1.2262 -1.6529 -4.3766
H: -0.5108 -1.7982 -4.0054

Forces on atoms 1 to 2 (eV/Å):
Mn -0.018 0.003 -0.074
O 0.025 -0.001 0.040

ORCA calculation (ωB97M-V/def2-TZVPD) on the molecule C3H6N2O.

Summary:
Total charge: 0
Strongest force on any atom (eV/Å): 0.901
Relative energy (zero: lowest compared OMol25 entry of this formula, charge and spin) (kJ/mol): 402.5
Frontier orbital gap (eV): 9.63
LUMO level (eV): 0.734

Positions of all 12 atoms, in Å:
N: -1.7497 -1.0255 0.0701
C: -0.9072 0.0124 0.3671
O: -1.2646 1.1245 0.7017
N: 0.4707 -0.3906 0.2346
C: 1.4935 0.6694 0.2603
C: 1.2925 0.3919 -1.1915
H: -1.3979 -1.9731 0.0995
H: -2.7248 -0.8916 0.3020
H: 1.0858 1.5848 0.6898
H: 2.4193 0.3370 0.7364
H: 0.5082 1.0782 -1.5609
H: 0.7743 -0.9175 -0.7091

Forces on atoms 1 to 2 (eV/Å):
N -0.010 0.060 0.204
C 0.014 0.218 -0.067

ORCA calculation (ωB97M-V/def2-TZVPD) on a structure of composition C5H13NO.

Summary:
Total charge: 0
Strongest force on any atom (eV/Å): 2.292
Relative energy (zero: lowest compared OMol25 entry of this formula, charge and spin) (kJ/mol): 694.5
Frontier orbital gap (eV): 4.57
LUMO level (eV): -2.879

Positions of all 20 atoms, in Å:
C: 1.6647 1.2188 -0.0487
C: 0.4513 0.6761 0.5750
C: 0.1742 -0.6978 -0.0238
C: -1.2104 -1.1675 0.5378
C: -2.5706 0.3479 -0.6541
N: -2.0180 -0.0385 0.6051
H: 2.5030 0.2871 -0.0058
H: 1.5463 1.4994 -1.0929
H: 2.1863 1.9870 0.5257
H: 0.4884 0.6323 1.6715
H: -0.4822 1.2875 0.3906
H: 0.0804 -0.6664 -1.1157
H: 0.9866 -1.3873 0.1808
H: -1.0852 -1.5892 1.5218
H: -1.6158 -1.9298 -0.1257
H: -1.8166 0.3057 -1.4486
H: -3.0256 1.3355 -0.5814
H: 4.0502 -0.9223 0.1079
H: -3.4050 -0.3146 -0.8945
O: 3.0979 -0.8641 -0.1252

Forces on atoms 1 to 2 (eV/Å):
C -1.318 1.582 0.608
C 0.624 -0.367 -0.043

ORCA calculation (ωB97M-V/def2-TZVPD) on the molecule C4H8N2O.

Summary:
Total charge: 0
Strongest force on any atom (eV/Å): 2.673
Relative energy (zero: lowest compared OMol25 entry of this formula, charge and spin) (kJ/mol): 308.6
Frontier orbital gap (eV): 9.37
LUMO level (eV): 0.229

Positions of all 15 atoms, in Å:
H: 3.0995 1.3901 -0.3427
N: 2.3653 1.0152 0.2775
N: 1.2808 0.9956 -0.3358
C: 0.1205 0.6446 0.3076
C: -0.2207 1.1568 1.4960
C: -0.8237 -0.1732 -0.5605
C: -0.1379 -1.4783 -0.9770
O: -2.0576 -0.4095 0.0635
H: 0.4747 1.7657 2.0466
H: -1.2171 1.0502 1.8874
H: -1.0606 0.4164 -1.4542
H: -0.8128 -2.0705 -1.5900
H: 0.7620 -1.2601 -1.5456
H: 0.1372 -2.0558 -0.0950
H: -1.9097 -0.9870 0.8222

Forces on atoms 1 to 2 (eV/Å):
H -0.400 -0.114 -0.170
N -0.954 -0.196 0.336

ORCA calculation (ωB97M-V/def2-TZVPD) on the molecule C4H6N2O.

Summary:
Total charge: 0
Strongest force on any atom (eV/Å): 0.361
Relative energy (zero: lowest compared OMol25 entry of this formula, charge and spin) (kJ/mol): 360.7
Frontier orbital gap (eV): 9.57
LUMO level (eV): 0.903

Positions of all 13 atoms, in Å:
C: 0.7813 -1.5386 -0.4171
N: 1.2845 -0.4065 0.3308
C: 0.6547 0.7968 0.4401
O: 0.9752 1.6508 1.2469
N: -0.3593 1.0150 -0.5427
C: -1.7214 0.4989 -0.2121
C: -1.5294 1.7389 0.0243
H: 1.5624 -2.2998 -0.4758
H: 0.5187 -1.2318 -1.4324
H: -0.1023 -1.9949 0.0527
H: 1.9906 -0.5599 1.0342
H: -2.2729 -0.4157 -0.3476
H: -1.7820 2.7469 0.2989

Forces on atoms 1 to 2 (eV/Å):
C -0.076 -0.114 -0.123
N 0.007 0.174 0.170

ORCA calculation (ωB97M-V/def2-TZVPD) on a structure of composition C21H28N5PdTe.

Summary:
Total charge: +3
Strongest force on any atom (eV/Å): 1.483
Frontier orbital gap (alpha / beta) (eV): 5.97 / 5.97
LUMO level (alpha / beta) (eV): -11.630 / -11.631

Positions of all 56 atoms, in Å:
Pd: -0.1117 -0.4306 -0.1129
C: -2.9716 -0.1366 2.9879
C: -1.8065 -0.3818 2.0998
N: -1.5958 0.2445 0.9915
C: -2.4841 1.2096 0.3410
C: -1.6470 2.0066 -0.6515
N: -0.6405 1.1672 -1.4045
C: -1.0540 0.7815 -2.7896
C: -1.8389 -0.5174 -2.8479
N: -1.0271 -1.5434 -2.1916
C: 0.0638 -2.0956 -3.0243
C: 1.4322 -1.9911 -2.3076
N: 1.1723 -1.9438 -0.8778
C: 1.4896 -2.8794 -0.0569
C: 2.2927 -4.0871 -0.4053
C: 0.8809 -2.7139 1.3018
C: 1.1433 -3.4151 2.4692
C: 0.4178 -3.0964 3.6130
C: -0.5750 -2.1151 3.5776
C: -0.7965 -1.4531 2.3868
N: -0.0671 -1.7751 1.3014
H: -3.8724 0.0669 2.4097
H: -2.7772 0.7344 3.6222
H: -3.1616 -0.9895 3.6350
H: -2.9301 1.8843 1.0728
H: -3.2942 0.6593 -0.1446
H: -1.0768 2.7587 -0.1045
H: -2.2859 2.5288 -1.3634
H: 0.1687 1.7739 -1.5213
H: -0.1340 0.6642 -3.3649
H: -1.6094 1.6086 -3.2349
H: -2.0213 -0.7407 -3.9033
H: -2.8139 -0.4535 -2.3638
H: -1.5948 -2.2931 -1.8185
H: 0.1423 -1.5324 -3.9537
H: -0.1706 -3.1235 -3.2989
H: 1.9322 -1.0550 -2.5622
H: 2.0850 -2.8111 -2.5989
H: 3.2582 -3.7962 -0.8217
H: 1.7717 -4.6852 -1.1564
H: 2.4662 -4.7225 0.4578
H: 1.9003 -4.1863 2.4954
H: 0.6190 -3.6209 4.5381
H: -1.1479 -1.8752 4.4631
Te: 2.0633 0.7799 1.1857
C: 1.8729 2.7467 0.6927
C: 1.2180 3.6358 1.5704
C: 1.1865 4.9824 1.2749
C: 1.8058 5.4519 0.1152
C: 2.4479 4.5804 -0.7648
C: 2.4791 3.2292 -0.4868
H: 0.7746 3.2642 2.4852
H: 0.6989 5.6770 1.9452
H: 1.8008 6.5135 -0.0969
H: 2.9271 4.9657 -1.6545
H: 2.9949 2.5458 -1.1498

Forces on atoms 1 to 2 (eV/Å):
Pd -0.472 -1.105 -0.868
C 0.025 0.031 0.048

ORCA calculation (ωB97M-V/def2-TZVPD) on a cluster of 15 separate species, H30NO17S in total.

Summary:
Total charge: -1
Strongest force on any atom (eV/Å): 14.065
Relative energy (zero: lowest compared OMol25 entry of this formula, charge and spin) (kJ/mol): 92.2
Frontier orbital gap (eV): 5.15
LUMO level (eV): 0.963

Positions of all 49 atoms, in Å:
N: 23.8770 47.0760 15.6370
H: 23.9930 47.4050 16.5740
H: 24.6480 46.3710 15.3750
H: 23.8450 47.8510 15.0170
H: 23.0350 46.6670 15.5180
S: 22.1340 47.0620 19.5110
O: 23.3800 47.4550 20.1880
O: 21.5590 48.2260 18.8500
O: 22.4800 46.0150 18.6080
O: 21.1750 46.5930 20.4130
O: 24.1640 44.6850 12.9710
H: 24.5230 43.9460 12.6310
H: 23.7340 44.2290 13.6610
O: 22.4920 43.8320 15.4320
H: 23.2480 43.3900 15.6500
H: 22.2590 44.0660 16.1710
O: 25.6460 49.0670 13.0740
H: 25.1310 48.5060 12.3470
H: 25.6690 49.8910 12.5410
O: 22.2860 50.1150 14.2050
H: 22.7510 50.7800 13.6040
H: 22.1200 49.1850 13.7490
O: 26.7260 47.6770 16.6080
H: 26.1770 47.6810 17.3800
H: 26.7460 48.6050 16.2970
O: 24.7200 45.2460 18.0810
H: 23.7180 45.4330 18.3850
H: 25.2280 45.1750 18.8540
O: 25.3970 47.7770 18.7790
H: 24.6520 47.6790 19.3490
H: 25.9220 48.4290 19.0570
O: 20.8030 45.8600 16.6340
H: 20.8240 46.8090 16.4340
H: 21.5440 45.6950 17.2950
O: 21.2820 48.1590 16.2200
H: 21.3780 47.9770 17.1490
H: 21.5510 49.1020 15.9620
O: 26.9870 45.3640 14.8630
H: 27.3020 46.0650 15.4180
H: 27.7960 45.3160 14.2160
O: 22.5270 48.0550 13.0310
H: 23.1380 47.6960 12.3060
H: 21.5400 47.9590 12.8440
O: 24.1770 49.7740 16.1940
H: 24.9540 49.9790 15.9040
H: 23.5290 49.9150 15.5700
O: 25.0840 43.1200 15.6660
H: 25.5240 43.7070 15.1740
H: 25.0560 43.6090 16.6450

Forces on atoms 1 to 2 (eV/Å):
N 4.415 -1.083 -0.749
H 0.172 0.227 1.170

ORCA calculation (ωB97M-V/def2-TZVPD) on a cluster of 2 separate species, H4N2O2S in total.

Summary:
Total charge: 0
Strongest force on any atom (eV/Å): 4.231
Relative energy (zero: lowest compared OMol25 entry of this formula, charge and spin) (kJ/mol): 337.9
Frontier orbital gap (alpha / beta) (eV): 8.27 / 8.80
LUMO level (alpha / beta) (eV): -0.656 / 0.184

Positions of all 9 atoms, in Å:
N: 1.2425 -0.2117 0.7069
N: 1.9423 0.0043 -0.4901
O: -2.3481 1.6094 -0.0154
O: -2.3939 -0.9284 0.2295
S: -1.5527 0.4167 -0.3560
H: 1.5139 -0.7359 -1.0421
H: 1.8824 0.9339 -0.7802
H: 1.4637 0.5101 1.3121
H: -1.7501 -1.5985 0.4352

Forces on atoms 1 to 2 (eV/Å):
N 0.375 -1.838 -2.122
N -1.698 -2.820 2.658

ORCA calculation (ωB97M-V/def2-TZVPD) on the molecule C4H6O2.

Summary:
Total charge: 0
Strongest force on any atom (eV/Å): 0.465
Relative energy (zero: lowest compared OMol25 entry of this formula, charge and spin) (kJ/mol): 194.7
Frontier orbital gap (eV): 10.72
LUMO level (eV): 0.746

Positions of all 12 atoms, in Å:
O: -2.0462 -1.1977 -0.7996
C: -1.3364 -0.2255 -0.8727
C: 0.1150 -0.2489 -0.4558
C: 0.7597 1.0590 0.0191
O: 0.8374 0.5880 1.3693
C: 0.3342 -0.7014 0.9949
H: -1.7364 0.7461 -1.2375
H: 0.6905 -0.7943 -1.2077
H: 1.7547 1.2723 -0.3916
H: 0.1370 1.9566 -0.0752
H: -0.5895 -0.9655 1.5186
H: 1.0800 -1.4887 1.1381

Forces on atoms 1 to 2 (eV/Å):
O 0.230 0.382 -0.050
C -0.086 -0.182 0.055